1.
131
Properties=species:S:1:pos:R:3:forces:R:3 method="wB97M-V/def2-TZVPD" fmax_ev_per_a=1.3 homo_lumo_gap_ev=4.09 relative_energy_ev=1.250 total_charge=-1 spin_multiplicity=1
Sr -0.4520 -0.7585 0.3895 -0.611 0.753 -0.794
N -2.0356 9.8901 2.7478 -0.004 0.002 0.006
C -1.8895 8.8279 2.3328 0.005 0.004 -0.005
C -1.6881 7.4980 1.8236 0.003 -0.016 -0.001
C -1.5236 7.2900 0.4555 0.002 0.001 0.000
C -1.3026 6.0096 -0.0197 0.001 0.014 -0.046
C -1.2610 4.9258 0.8508 -0.003 -0.005 0.046
C -1.4496 5.1421 2.2137 -0.013 -0.013 0.003
C -1.6544 6.4196 2.7047 -0.005 0.002 0.014
C -1.0261 3.5391 0.3511 0.077 0.032 -0.025
C 0.2849 3.2724 -0.1495 -0.019 -0.083 -0.043
C 1.3605 4.1992 -0.1631 0.023 0.012 -0.004
C 2.3917 3.5880 -0.8675 -0.011 0.037 -0.022
C 1.8880 2.3216 -1.2411 -0.046 -0.008 0.015
N 0.6503 2.1112 -0.7979 0.051 -0.064 0.103
C -2.1025 2.6916 0.4019 -0.050 0.034 0.037
C -3.4798 3.0706 0.6395 0.018 -0.012 0.006
C -4.2246 1.9462 0.4733 0.025 0.010 -0.009
C -3.2863 0.9003 0.1680 -0.108 -0.023 0.022
N -2.0519 1.3277 0.1259 0.028 -0.239 -0.065
H -1.5743 8.1281 -0.2261 0.000 -0.008 -0.012
H -1.1732 5.8371 -1.0786 -0.004 0.005 -0.076
H -1.4450 4.2927 2.8861 -0.001 -0.001 0.003
H -1.7973 6.5878 3.7638 0.000 0.000 0.001
H 1.3555 5.1968 0.2509 -0.007 -0.001 -0.011
H 3.3522 4.0086 -1.1280 0.000 -0.002 0.003
H 2.4012 1.5611 -1.8192 0.021 -0.016 0.021
H -3.8349 4.0688 0.8444 0.009 -0.006 -0.001
H -5.2955 1.8419 0.5404 -0.006 0.005 -0.001
H -3.5192 -0.1453 -0.0081 -0.015 0.008 -0.009
O -2.3143 6.4662 -3.8447 0.012 0.023 0.025
C -3.2785 5.5506 -3.5203 -0.004 -0.041 -0.011
O -4.3994 5.9451 -3.3274 -0.001 0.022 0.012
C -2.8460 4.1446 -3.4375 0.030 0.010 0.000
C -1.5073 3.7350 -3.4077 0.030 0.000 0.040
C -1.1549 2.4116 -3.3159 0.038 -0.020 -0.095
C -2.1330 1.3927 -3.2630 0.020 0.067 0.181
C -3.4842 1.8114 -3.2791 -0.003 0.029 0.052
C -3.8157 3.1458 -3.3555 -0.037 -0.021 0.014
N -1.7949 0.0758 -3.1698 0.068 -0.047 0.076
C -2.7935 -0.9380 -3.1363 -0.220 0.126 -0.083
C -2.8122 -2.0070 -2.2879 0.066 -0.092 -0.018
C -3.8181 -3.0376 -2.4905 -0.027 0.068 -0.003
C -3.8647 -4.1350 -1.7059 -0.020 -0.036 -0.003
C -2.9034 -4.3085 -0.6713 0.052 -0.024 0.060
C -1.9794 -3.3137 -0.5257 0.020 0.030 -0.034
N -1.8936 -2.1832 -1.2603 -0.073 0.007 0.189
H -1.5111 5.9964 -4.0960 0.010 -0.002 0.001
H -0.6912 4.4529 -3.4073 0.021 0.024 0.025
H -0.1087 2.1624 -3.2389 -0.132 0.070 -0.021
H -4.2737 1.0817 -3.1926 0.026 -0.089 0.011
H -4.8566 3.4434 -3.3503 0.000 -0.003 0.008
H -3.5653 -0.8808 -3.8946 0.055 0.019 -0.084
H -4.5324 -2.8963 -3.2933 -0.005 0.006 0.010
H -4.6319 -4.8843 -1.8696 0.010 0.000 -0.004
H -2.8968 -5.1722 -0.0227 0.000 0.003 -0.007
H -1.2219 -3.4173 0.2538 0.027 -0.038 0.056
N 3.3771 2.1131 3.1835 0.008 -0.002 0.012
C 3.8893 0.9031 2.4334 -0.012 0.006 -0.011
C 2.9064 0.6292 1.3132 -0.035 0.041 -0.025
N 1.5538 0.4396 1.8056 0.068 -0.166 0.169
C 1.0737 1.5201 2.6420 -0.035 0.018 -0.027
C 2.0191 1.8457 3.7851 -0.004 0.000 -0.006
H 3.2755 2.8755 2.5045 0.000 0.003 -0.001
H 4.0381 2.4124 3.8965 -0.001 -0.003 -0.001
H 3.9448 0.0793 3.1451 0.001 0.007 0.005
H 4.8861 1.1380 2.0628 -0.001 0.003 -0.001
H 3.2332 -0.2639 0.7818 0.007 -0.006 0.003
H 2.9098 1.4814 0.6302 -0.007 0.003 -0.038
H 1.4805 -0.4651 2.2661 -0.057 -0.031 0.156
H 0.0946 1.2570 3.0439 0.002 -0.016 0.011
H 0.9522 2.4088 2.0131 -0.009 0.002 -0.010
H 2.1393 1.0069 4.4709 0.000 0.005 0.004
H 1.7157 2.7338 4.3385 0.004 0.004 -0.004
C -1.3071 -2.9035 4.1030 -0.019 -0.008 -0.018
Si -1.6946 -1.2043 3.2899 0.124 0.001 0.208
C -3.6099 -1.1604 3.3753 0.000 0.018 -0.019
C -1.2602 -0.0389 4.7863 -0.006 -0.008 0.007
H -1.7040 -2.9782 5.1232 -0.013 -0.002 -0.004
H -0.2276 -3.0759 4.1378 -0.003 0.006 0.016
H -1.7396 -3.7188 3.5142 0.011 -0.001 -0.006
H -3.9709 -1.3822 4.3870 -0.004 -0.002 0.000
H -4.0450 -1.8979 2.6940 -0.002 0.003 -0.003
H -4.0012 -0.1808 3.0837 0.002 0.002 0.001
H -1.8168 -0.3304 5.6852 0.000 -0.007 -0.001
H -1.5012 1.0110 4.5807 -0.006 0.000 0.005
H -0.1921 -0.0959 5.0370 -0.001 0.006 0.000
C -0.6849 -1.5994 -5.4281 0.017 -0.001 0.001
C 0.1697 -0.6161 -4.6329 0.035 -0.027 -0.006
C 0.4151 0.6532 -5.4427 0.001 -0.018 -0.042
C -0.4065 -0.3758 -3.2303 -0.066 -0.090 0.025
H -0.2001 -1.8521 -6.3748 0.007 0.008 0.002
H -1.6609 -1.1645 -5.6508 0.004 -0.003 -0.006
H -0.8605 -2.5192 -4.8677 0.000 -0.006 -0.001
H 1.1450 -1.0886 -4.4530 0.003 0.007 0.017
H -0.5267 1.1397 -5.7056 0.013 0.012 0.024
H 0.9378 0.4111 -6.3716 -0.013 -0.003 -0.016
H 1.0222 1.3742 -4.8922 0.029 -0.021 -0.041
H 0.2252 0.3109 -2.6626 0.054 0.018 -0.010
H -0.3927 -1.3362 -2.7095 0.061 0.092 0.007
C 4.3105 -4.8275 2.6000 -0.011 0.008 0.000
C 2.8208 -4.7293 2.9089 0.002 0.014 0.021
C 2.0879 -5.9998 2.4972 0.006 0.001 -0.002
C 2.6130 -4.4518 4.3916 0.001 -0.002 -0.001
O 2.1856 -3.6189 2.2349 -0.007 -0.037 -0.013
P 2.5975 -2.9601 0.8365 -0.002 0.017 -0.032
O 3.9187 -2.2713 0.9092 0.001 -0.017 -0.014
O 1.4139 -2.1153 0.4403 0.526 -0.324 0.135
O 2.6489 -4.2648 -0.1026 0.003 -0.023 0.000
C 3.0741 -4.2586 -1.4860 0.002 -0.011 -0.011
C 2.4975 -3.0663 -2.2422 0.012 0.008 0.016
C 4.5976 -4.2503 -1.5292 -0.007 0.002 -0.006
C 2.5193 -5.5565 -2.0536 -0.001 0.007 -0.003
H 4.7370 -5.6458 3.1842 -0.001 0.002 0.003
H 4.8206 -3.8993 2.8551 0.000 0.004 -0.006
H 4.4828 -5.0270 1.5435 0.001 0.000 -0.007
H 2.4714 -6.8548 3.0586 -0.001 -0.001 -0.001
H 2.2197 -6.1836 1.4320 0.000 0.000 -0.003
H 1.0223 -5.8924 2.7035 0.000 -0.001 0.000
H 3.0640 -5.2445 4.9917 -0.009 -0.004 0.002
H 1.5493 -4.3964 4.6222 0.000 0.011 -0.004
H 3.0772 -3.5013 4.6609 0.008 -0.005 0.003
H 2.9092 -2.1273 -1.8691 -0.007 0.004 -0.001
H 1.4123 -3.0343 -2.1379 0.003 -0.006 -0.002
H 2.7488 -3.1587 -3.3008 0.003 0.000 -0.003
H 4.9799 -3.3796 -0.9976 0.000 0.004 -0.005
H 4.9428 -4.2251 -2.5650 0.000 -0.010 -0.002
H 4.9923 -5.1514 -1.0551 0.000 0.005 0.011
H 1.4293 -5.5460 -2.0212 -0.002 -0.002 0.004
H 2.8784 -6.4040 -1.4675 0.002 0.000 -0.003
H 2.8408 -5.6852 -3.0888 -0.004 0.001 -0.003

=====

2.
50
Properties=species:S:1:pos:R:3:forces:R:3 method="wB97M-V/def2-TZVPD" fmax_ev_per_a=5.0 homo_lumo_gap_ev="5.59 / 5.72" s_squared=2.02 relative_energy_ev=0.000 total_charge=+1 spin_multiplicity=3
C -1.1037 -1.5758 1.8191 0.488 -0.906 -0.772
C -1.0011 -1.8912 0.4056 0.652 -0.412 1.558
C 0.3913 -1.9529 0.0650 -0.183 -0.153 1.407
H -1.7877 -2.2078 -0.2523 -0.308 0.468 -0.103
C 1.1529 -1.6599 1.2346 -1.356 -1.045 0.288
C 0.2348 -1.3682 2.3231 0.305 -1.123 -0.481
H 0.5167 -0.9933 3.2909 -0.006 -0.392 0.310
H -2.0112 -1.5088 2.3757 -0.374 0.101 0.258
H 0.7813 -2.3064 -0.8796 0.065 0.503 -0.071
H 2.2152 -1.7646 1.3072 0.356 0.552 -0.010
W -0.2092 0.1893 0.9035 1.264 2.194 -4.315
Cl 1.7333 1.3426 0.8079 0.029 0.407 0.378
P 0.0160 0.4439 -2.7474 -0.152 -0.378 3.336
C 1.2495 -0.7071 -3.3396 0.236 -0.343 -0.335
C 0.9590 -1.5022 -4.4612 0.368 0.404 0.233
H -0.0462 -1.4397 -4.8928 0.501 -0.132 -0.005
C 1.9678 -2.2837 -5.0198 0.135 0.139 0.386
H 1.7454 -2.8458 -5.9284 0.297 0.038 0.317
C 3.2376 -2.2868 -4.4199 -0.046 -0.037 -0.243
H 4.0323 -2.8672 -4.8967 -0.236 0.177 0.278
C 3.5140 -1.5457 -3.2547 -0.247 -0.220 -0.390
H 4.5134 -1.5639 -2.8151 -0.343 -0.063 -0.142
C 2.5108 -0.7667 -2.6906 -0.550 0.232 -0.391
H 2.6888 -0.1631 -1.7848 -0.083 -0.303 -0.546
C -1.6400 -0.0831 -3.2234 -0.326 0.134 -0.252
C -2.0347 -1.4317 -3.0522 0.193 0.529 -0.259
H -1.3098 -2.1777 -2.7023 -0.291 0.305 -0.164
C -3.3212 -1.8144 -3.4138 -0.059 0.344 -0.131
H -3.6143 -2.8645 -3.3475 0.015 0.378 0.004
C -4.2110 -0.8525 -3.9168 -0.164 0.099 -0.190
H -5.1993 -1.1624 -4.2721 0.370 0.099 0.252
C -3.8442 0.4967 -4.0281 0.006 -0.390 0.098
H -4.5223 1.2428 -4.4440 0.040 -0.328 0.189
C -2.5657 0.8895 -3.6548 0.659 -0.462 -0.039
H -2.2257 1.9270 -3.7508 -0.275 -0.377 -0.038
C 0.3996 2.1160 -3.2531 0.243 0.174 -0.283
C 0.9171 2.2596 -4.5500 -0.424 0.318 0.417
H 1.1180 1.3492 -5.1249 -0.054 0.510 0.003
C 1.1162 3.5404 -5.0556 -0.028 -0.011 0.399
H 1.4849 3.6354 -6.0802 -0.117 0.301 0.418
C 0.8227 4.6446 -4.2346 0.024 -0.024 -0.260
H 0.9558 5.6431 -4.6587 -0.057 -0.281 0.255
C 0.3734 4.5014 -2.9061 0.262 -0.044 -0.566
H 0.1630 5.3850 -2.2967 0.179 -0.337 -0.240
C 0.1968 3.2235 -2.3903 -0.103 -0.625 -0.498
H -0.0987 3.0641 -1.3420 0.106 0.094 -0.653
Cl -3.3098 0.3449 0.0726 -0.756 0.141 -0.162
C -1.8674 1.3356 0.2856 0.054 -0.762 0.710
H -1.7723 2.0685 -0.5138 -0.046 -0.071 0.189
H -1.9337 1.7884 1.2993 -0.265 0.580 -0.142

=====

3.
42
Properties=species:S:1:pos:R:3:forces:R:3 method="wB97M-V/def2-TZVPD" fmax_ev_per_a=0.9 homo_lumo_gap_ev=8.49 relative_energy_ev=2.927 smiles=CCOc1cc(-c2cc(N)n[nH]2)cc(OCC)c1OCC spin_multiplicity=1
C -2.3055 -3.0569 1.2819 0.098 0.010 -0.444
C -2.4890 -3.0804 -0.2325 -0.493 -0.182 0.429
H -3.2793 -2.3885 -0.5354 0.139 -0.195 0.008
H -2.7521 -4.0876 -0.5667 -0.006 0.131 0.042
O -1.2794 -2.8014 -0.9182 0.190 0.387 -0.303
C -0.6676 -1.5877 -0.7546 0.052 0.131 0.091
C 0.7123 -1.6508 -0.6045 0.031 0.208 0.008
C 1.4788 -0.5007 -0.4858 -0.750 -0.058 -0.077
C 0.8312 0.7323 -0.5247 0.085 0.001 -0.027
C -0.5393 0.8256 -0.7022 -0.090 -0.021 -0.026
C -1.3212 -0.3438 -0.8109 -0.097 -0.163 0.066
O -2.6689 -0.3655 -1.0617 0.596 -0.093 -0.286
C -3.5392 0.6149 -0.5208 -0.474 0.408 0.323
C -3.4933 0.6835 1.0013 0.095 -0.140 -0.426
H -4.2048 1.4260 1.3523 -0.071 0.091 0.064
H -2.4983 0.9661 1.3376 0.077 0.052 0.087
H -3.7487 -0.2809 1.4350 -0.028 -0.069 0.077
H -3.3316 1.5979 -0.9510 -0.118 -0.231 0.031
H -4.5287 0.2860 -0.8532 0.113 0.072 0.047
O -1.2002 2.0213 -0.8218 -0.077 -0.592 -0.065
C -0.5300 3.2367 -0.5601 0.201 0.405 0.222
C -0.2872 3.4737 0.9278 -0.094 -0.218 -0.350
H -1.2342 3.4684 1.4626 -0.067 0.018 0.064
H 0.1911 4.4388 1.0705 0.064 0.107 0.043
H 0.3505 2.6989 1.3466 0.058 -0.012 0.079
H -1.2099 4.0002 -0.9496 0.165 -0.079 -0.001
H 0.4072 3.2956 -1.1260 -0.116 -0.008 -0.010
H 1.4287 1.6224 -0.4338 0.014 0.152 0.042
C 2.9180 -0.5542 -0.3178 0.732 0.004 0.024
C 3.8848 0.4324 -0.4339 -0.189 -0.259 0.018
C 5.1061 -0.2121 -0.1591 -0.723 -0.546 0.125
N 4.9106 -1.4976 0.1048 0.857 0.074 0.050
N 3.5888 -1.6864 0.0034 -0.509 0.356 -0.113
H 3.2043 -2.5955 0.1950 0.072 0.122 0.001
N 6.3546 0.3673 -0.0732 0.356 0.090 0.059
H 6.5049 1.1368 -0.7077 0.049 -0.142 0.018
H 7.1020 -0.3105 -0.0796 0.027 0.082 -0.064
H 3.7541 1.4623 -0.6936 -0.131 0.226 -0.052
H 1.1562 -2.6332 -0.6008 0.022 -0.145 -0.012
H -1.9899 -2.0680 1.6086 -0.013 0.091 0.092
H -3.2414 -3.3110 1.7724 -0.102 -0.004 0.081
H -1.5444 -3.7747 1.5796 0.054 -0.063 0.065

=====

4.
16
Properties=species:S:1:pos:R:3:forces:R:3 method="wB97M-V/def2-TZVPD" fmax_ev_per_a=2.7 homo_lumo_gap_ev=7.92 relative_energy_ev=0.949 smiles=c1cc2c([nH]1)NCC2 spin_multiplicity=1
C 1.9366 -0.2018 -0.0769 -0.399 -0.718 -0.344
C 1.1766 1.1321 0.1447 0.264 0.595 0.375
C -0.2156 0.6836 -0.1171 -0.498 0.667 0.541
C -1.5714 1.0894 -0.0475 -1.674 0.762 -0.327
C -2.3316 -0.0597 0.0292 -0.769 0.426 -0.069
C -0.2567 -0.6508 -0.0325 0.081 -2.292 -0.413
H 2.2897 -0.3222 -1.0787 0.370 0.467 -0.892
H 2.7929 -0.3148 0.5594 0.232 -0.188 0.580
H 1.4593 1.9889 -0.4752 0.444 -0.440 -0.278
H 1.3431 1.5156 1.1825 -0.333 -0.505 -0.479
H -2.0405 2.1015 -0.1712 0.748 -1.173 0.266
H -3.4114 -0.1641 -0.0617 0.402 -0.026 0.168
H -1.7345 -2.0760 0.3826 -0.077 -0.643 0.089
H 1.1369 -2.2204 -0.3605 -0.496 1.014 0.071
N -1.4891 -1.1813 0.0398 -0.744 1.918 -0.434
N 0.9158 -1.3202 0.0831 2.449 0.137 1.147

=====

5.
61
Properties=species:S:1:pos:R:3:forces:R:3 method="wB97M-V/def2-TZVPD" fmax_ev_per_a=2.0 homo_lumo_gap_ev=5.26 relative_energy_ev=2.162 total_charge=+1 spin_multiplicity=1
C -1.5574 3.4925 -0.8471 -0.070 0.242 -0.041
C -1.2115 3.6114 0.6408 -0.042 -0.216 0.256
C 0.1698 4.2411 0.8316 -0.029 0.241 -0.103
Si -1.4663 1.9915 1.6124 -0.156 0.337 0.128
C 0.0071 1.5790 2.7565 0.039 0.249 -0.383
C 0.6438 0.2125 2.4794 0.153 -0.049 0.171
C -0.2957 1.7118 4.2532 0.180 -0.007 0.071
C -3.0587 2.1463 2.6516 0.343 -0.317 -0.067
C -4.0915 1.0724 2.3082 -0.259 -0.051 0.197
C -3.7094 3.5349 2.6588 -0.073 0.007 0.065
O -1.6376 0.7052 0.5064 0.388 -0.142 -0.274
C -0.7465 0.2440 -0.4083 -0.613 -0.629 0.228
C -0.9523 -0.9108 -1.0826 0.015 1.332 0.415
H -1.5479 4.4967 -1.2946 0.019 -0.242 -0.020
H -0.8181 2.8834 -1.3826 -0.197 0.064 0.030
H -2.5565 3.0708 -1.0127 0.231 -0.025 -0.003
H -1.9505 4.2908 1.0939 0.245 -0.103 -0.175
H 0.2136 5.1951 0.2875 0.098 -0.170 0.112
H 0.3807 4.4535 1.8869 0.043 -0.049 -0.211
H 0.9657 3.5954 0.4365 -0.063 0.117 0.094
H 0.7429 2.3542 2.4908 0.009 -0.228 0.191
H 1.4813 0.0591 3.1753 -0.124 -0.051 -0.119
H -0.0749 -0.6036 2.6407 0.166 0.136 -0.132
H 1.0458 0.1395 1.4616 -0.136 -0.052 0.159
H 0.6377 1.5983 4.8223 -0.210 0.035 -0.041
H -0.7244 2.6873 4.5111 0.030 -0.192 -0.012
H -0.9826 0.9233 4.5892 0.099 0.207 -0.033
H -2.6994 1.9495 3.6737 -0.224 0.031 -0.200
H -4.9345 1.1483 3.0102 0.103 -0.077 -0.200
H -4.4872 1.2112 1.2943 0.094 -0.127 0.155
H -3.6766 0.0621 2.3984 -0.098 0.138 -0.144
H -4.5494 3.5432 3.3687 0.168 0.002 -0.179
H -3.0128 4.3219 2.9728 -0.142 -0.102 -0.085
H -4.1106 3.7954 1.6698 0.095 -0.002 0.193
H 0.1611 0.8475 -0.5505 -0.322 -0.191 -0.063
H -0.2450 -1.1513 -1.8648 -0.206 -0.024 -0.072
H -1.8833 -1.4667 -0.9665 0.340 0.067 -0.036
F -0.9077 -6.4637 -5.1192 0.950 1.251 1.288
C -0.2802 -5.6020 -4.2569 -0.779 -0.876 -0.709
C -0.7891 -5.4563 -2.9662 0.261 0.087 0.165
C -0.1593 -4.5607 -2.1164 -0.030 0.384 -0.090
C 0.9567 -3.7645 -2.5294 -0.526 -0.041 -0.374
C 1.4555 -2.8024 -1.5963 1.256 -1.353 0.111
C 2.7255 -2.1472 -1.5586 0.293 0.519 0.084
C 3.1052 -1.5111 -0.3316 -0.278 0.109 -0.210
C 4.2544 -0.7441 -0.2153 -0.144 -0.285 -0.060
C 5.0805 -0.6277 -1.3341 1.010 0.889 0.301
F 6.2071 0.1489 -1.2433 -1.669 -1.162 -0.132
C 4.8120 -1.2739 -2.5377 -0.446 -0.453 -0.130
C 3.6609 -2.0489 -2.6341 0.232 0.375 0.098
C 1.4396 -3.9864 -3.8547 -0.313 -0.262 -0.153
C 0.8342 -4.9008 -4.7103 0.373 0.410 0.304
H -1.6526 -6.0305 -2.6401 0.205 0.077 -0.130
H -0.5228 -4.4365 -1.0953 -0.030 -0.027 -0.297
H 0.8658 -2.7018 -0.6821 0.144 -0.003 -0.236
H 2.4590 -1.6524 0.5369 0.124 0.237 -0.220
H 4.5110 -0.2493 0.7181 0.010 -0.118 -0.221
H 5.4921 -1.1777 -3.3823 -0.124 -0.014 0.282
H 3.4895 -2.5703 -3.5662 0.194 0.328 0.268
H 2.2771 -3.4197 -4.2409 -0.417 -0.249 -0.049
H 1.2171 -5.0580 -5.7170 -0.190 0.020 0.239